[1]
Computed, not measured: a structure of composition C20H21FN6PdSi at a distorted geometry, with wB97M-V/def2-TZVPD.

```
50
Properties=species:S:1:pos:R:3:mulliken_charge:R:1
Pd -0.519 -0.051 0.142 0.833
C 2.838 3.320 0.003 -1.606
Si 3.494 1.518 0.007 0.260
C 4.320 1.435 -1.730 -1.111
C 4.321 1.441 1.744 -1.134
N 2.438 0.093 0.005 -0.161
C 2.963 -1.123 -0.020 0.283
C 4.363 -1.425 0.017 0.272
C 4.836 -2.710 0.029 -1.288
C 3.965 -3.801 0.014 -0.210
C 2.592 -3.573 -0.056 -0.846
C 2.136 -2.284 -0.096 0.777
F 0.798 -2.064 -0.258 -0.015
H 3.732 3.938 0.001 0.641
H 2.282 3.596 0.893 0.431
H 2.280 3.591 -0.886 0.412
H 4.807 2.374 -1.975 0.404
H 3.566 1.250 -2.493 0.388
H 5.059 0.645 -1.809 0.407
H 4.805 2.382 1.987 0.395
H 5.062 0.654 1.824 0.415
H 3.567 1.254 2.505 0.395
H 5.060 -0.608 0.032 0.529
H 5.902 -2.882 0.050 0.454
H 4.346 -4.810 0.034 0.468
H 1.889 -4.391 -0.094 0.521
N 0.129 2.030 0.002 -0.189
C -0.901 3.049 -0.009 -0.037
C -0.606 4.390 -0.004 -0.329
C -1.631 5.345 -0.001 -1.066
C -2.945 4.965 -0.003 -0.894
C -3.290 3.599 -0.010 1.288
C -4.619 3.132 -0.007 -0.474
C -4.861 1.782 -0.023 -0.835
C -3.774 0.895 -0.030 -0.120
N -2.526 1.301 -0.027 -0.149
C -2.250 2.626 -0.016 0.154
H 0.714 2.105 -0.835 0.364
H 0.747 2.162 0.807 0.359
H 0.418 4.728 -0.001 0.366
H -1.362 6.388 0.004 0.424
H -3.731 5.704 -0.001 0.448
H -5.425 3.850 0.010 0.459
H -5.865 1.390 -0.027 0.430
H -3.950 -0.173 -0.039 0.414
N -4.133 -5.556 -0.741 -0.414
C -3.708 -4.527 -0.432 0.399
N -3.300 -3.378 -0.078 -0.430
C -2.428 -2.551 0.154 0.589
N -1.707 -1.655 0.431 -0.671
```

HOMO (spin up / spin down): -13.59 / -13.51 eV
HOMO-LUMO gap (spin up / spin down): 0.1159 / 0.1124 Ha
Charge: +2
Molecular weight: 498.9 g/mol



[2]
Computed, not measured: a structure of composition C12H24CoF6N5O4S2 at a distorted geometry, with wB97M-V/def2-TZVPD.

```
54
Properties=species:S:1:pos:R:3:mulliken_spin:R:1
Co -0.126 -0.094 -0.194 0.947
C -0.530 0.863 2.710 -0.002
C -1.692 1.471 1.950 0.002
N -1.502 1.333 0.473 -0.023
C -2.771 1.273 -0.297 0.003
C -2.827 0.027 -1.161 -0.001
N -1.498 -0.133 -1.747 0.021
C -1.389 -1.156 -2.802 0.002
C -1.141 -2.532 -2.224 0.000
C 0.310 -2.721 -1.827 -0.001
N 0.802 -1.832 -0.737 -0.015
C 0.998 -2.559 0.542 0.007
C -0.321 -2.641 1.275 -0.004
N -0.840 -1.261 1.409 0.018
C -0.572 -0.657 2.745 0.006
H -0.513 1.235 3.736 0.000
H 0.396 1.197 2.249 0.000
H -1.825 2.521 2.208 0.000
H -2.626 0.963 2.206 0.000
H -0.986 2.147 0.156 0.002
H -2.858 2.166 -0.919 0.000
H -3.616 1.286 0.391 -0.001
H -3.602 0.135 -1.926 -0.002
H -3.076 -0.863 -0.577 0.000
H -1.249 0.757 -2.176 0.002
H -0.544 -0.875 -3.434 -0.001
H -2.283 -1.139 -3.431 0.000
H -1.384 -3.285 -2.976 0.000
H -1.810 -2.724 -1.378 0.000
H 0.943 -2.553 -2.700 0.000
H 0.473 -3.754 -1.513 0.000
H 1.718 -1.483 -1.014 -0.001
H 1.714 -1.995 1.135 -0.002
H 1.416 -3.552 0.364 -0.001
H -0.189 -3.117 2.248 0.001
H -1.042 -3.242 0.719 0.000
H -1.843 -1.276 1.266 0.001
H 0.387 -1.039 3.097 -0.001
H -1.336 -1.005 3.445 0.001
F 4.350 -0.169 2.010 0.000
C 4.284 0.937 1.273 0.003
F 3.972 1.964 2.044 0.000
F 5.436 1.151 0.670 0.000
S 2.975 0.658 0.018 0.006
O 1.775 0.368 0.822 0.008
O 3.418 -0.419 -0.827 0.000
N 2.951 2.063 -0.682 -0.001
S 1.698 2.545 -1.496 0.008
O 2.034 3.199 -2.708 0.002
O 0.642 1.519 -1.527 0.017
C 0.977 3.844 -0.420 0.001
F -0.260 4.127 -0.857 0.000
F 0.863 3.399 0.836 0.000
F 1.719 4.927 -0.450 0.000
```

Multiplicity: 2
HOMO (spin up / spin down): -12.37 / -12.95 eV
HOMO-LUMO gap (spin up / spin down): 0.3477 / 0.3840 Ha
Charge: +1
Molecular weight: 539.4 g/mol
<S²>: 0.9295